Entry 1:
DFT (the ωB97M-V functional and the def2-TZVPD basis) results for an isolated molecule of C4H4O.

Structure (ORCA input):
```
! wB97M-V def2-TZVPD RIJCOSX def2/J DEFGRID3
* xyz 0 1
O -0.16700 1.21787 0.41560
C -0.84849 0.49870 -0.42924
C -0.20071 -0.74274 -0.60778
C 1.11796 -0.72089 0.16685
C 0.96590 0.49134 0.79277
H -1.74879 0.93957 -0.83801
H -0.45687 -1.44952 -1.39061
H -0.25689 -1.28734 0.42066
H 1.59489 1.05301 1.46976
*
```

Results
LUMO energy = 0.27 eV

=====

Entry 2:
DFT (the ωB97M-V functional and the def2-TZVPD basis) results for a structure of composition C53H37N8Sb2Se4Sn at a distorted geometry.

Structure (ORCA input):
```
! wB97M-V def2-TZVPD RIJCOSX def2/J DEFGRID3
* xyz -1 1
Sn -1.08086 0.38538 -0.10691
C -3.10303 6.51384 -0.54136
C -2.73033 6.40807 -1.86964
C -2.57608 5.16203 -2.48318
C -2.81574 4.05068 -1.70890
C -2.56963 2.63547 -1.94041
N -2.86127 1.88758 -0.82475
C -3.24518 2.79507 0.13544
N -3.63708 2.49993 1.35712
C -3.44025 1.31177 1.89620
C -4.26449 0.81609 2.99725
C -5.40099 1.35112 3.59595
C -6.04279 0.58077 4.54824
C -5.56992 -0.69727 4.88386
C -4.45256 -1.23722 4.27030
C -3.79888 -0.45257 3.32491
C -2.72423 -0.74984 2.38557
N -2.20775 -1.94331 2.26950
C -1.67609 -2.38728 1.11091
N -1.60043 -1.70652 -0.10194
C -1.04844 -2.56387 -1.04429
N -0.78259 -2.31077 -2.34595
C -0.97565 -1.15036 -2.89348
N -1.36254 0.03514 -2.25851
C -1.58556 0.97689 -3.22285
N -2.06922 2.19300 -3.08441
C -1.21425 0.42352 -4.53274
C -1.21636 0.99410 -5.79724
C -0.85457 0.18273 -6.86094
C -0.52293 -1.16337 -6.66324
C -0.52578 -1.72827 -5.39641
C -0.85754 -0.90279 -4.33168
C -0.80904 -3.83151 -0.42884
C -0.25481 -5.02675 -0.91720
C -0.13006 -6.07803 -0.04040
C -0.56895 -5.97967 1.30357
C -1.11418 -4.81682 1.79584
C -1.20890 -3.72377 0.91858
N -2.47847 0.38422 1.58848
C -3.20813 4.16032 -0.37565
C -3.35298 5.37816 0.23693
H -3.15114 7.49048 -0.07694
H -2.48356 7.30041 -2.42956
H -2.23068 5.07360 -3.50037
H -5.76115 2.33325 3.31419
H -6.93289 0.96188 5.03420
H -6.10182 -1.27923 5.62776
H -4.09822 -2.23279 4.50359
H -1.47887 2.03665 -5.92741
H -0.83317 0.59128 -7.86405
H -0.25580 -1.77528 -7.51686
H -0.27310 -2.76871 -5.23504
H 0.06891 -5.10583 -1.94774
H 0.31978 -7.00367 -0.38060
H -0.45969 -6.83712 1.95738
H -1.44848 -4.72850 2.82181
H -3.60719 5.45489 1.28680
C 4.98969 -0.55118 0.94588
C 4.29003 -1.85302 1.24704
C 5.07705 -2.93957 1.64464
C 4.53608 -4.18153 1.94604
C 3.16624 -4.37270 1.87070
C 2.35547 -3.30705 1.49592
C 2.88793 -2.04817 1.17206
Sb 1.52934 -0.48740 0.56654
C 2.48138 0.00951 -1.31755
C 2.83633 1.31225 -1.65358
C 3.10727 1.68397 -2.95850
C 3.04153 0.72686 -3.96090
C 2.81652 -0.59870 -3.62624
C 2.54731 -0.99527 -2.31139
C 2.48035 -2.48249 -2.03710
C 2.03309 0.79158 2.22405
C 2.68377 2.00465 2.04297
C 2.76168 2.93546 3.06218
C 2.22689 2.62592 4.30378
C 1.65138 1.38428 4.51930
C 1.52755 0.44866 3.49031
C 0.87513 -0.87817 3.78758
H 6.07204 -0.68506 0.97868
H 4.72713 0.21465 1.67470
H 4.73561 -0.16954 -0.04011
H 6.14929 -2.79532 1.72157
H 5.18669 -4.99497 2.24498
H 2.72081 -5.33288 2.09894
H 1.28149 -3.46597 1.45949
H 2.93112 2.06760 -0.89074
H 3.33804 2.72216 -3.16400
H 3.18405 1.00487 -4.99966
H 2.83201 -1.36422 -4.39922
H 2.17980 -3.03009 -2.93361
H 1.77998 -2.75809 -1.24669
H 3.46207 -2.84574 -1.71756
H 3.12269 2.25798 1.08932
H 3.20426 3.89893 2.85102
H 2.25001 3.35594 5.10586
H 1.24993 1.13462 5.49683
H 0.57624 -0.94235 4.83521
H 1.54932 -1.70893 3.57830
H -0.02897 -1.03493 3.19874
Se 3.61146 4.59173 0.00925
Sb 1.18575 4.61710 -0.37912
Se 0.18293 2.33021 -0.12248
Se 1.02669 5.38397 -2.69485
Se 0.25311 6.13322 1.27651
*
```

Results
LUMO energy = 0.01 eV

=====

Entry 3:
DFT (the ωB97M-V functional and the def2-TZVPD basis) results for a cluster of 2 separate species, CHClF2O in total at a distorted geometry.

Structure (ORCA input):
```
! wB97M-V def2-TZVPD RIJCOSX def2/J DEFGRID3
* xyz 0 1
C -0.76661 0.24176 -0.04207
O 1.05350 -1.03425 0.56654
F -0.89319 1.04467 0.96864
F -0.25825 0.79271 -1.09949
Cl 2.30454 -0.44806 -0.25359
H -1.43998 -0.59682 -0.14003
*
```

Results
LUMO energy (spin up / spin down) = -0.52 / -1.24 eV

=====

Entry 4:
DFT (the ωB97M-V functional and the def2-TZVPD basis) results for a structure of composition C25H27BCuF2N2O4S2.

Structure (ORCA input):
```
! wB97M-V def2-TZVPD RIJCOSX def2/J DEFGRID3
* xyz -1 1
Cu -1.08164 0.89322 -0.33835
C -1.01563 -3.27104 -1.44253
C -1.43244 -1.79466 -1.47986
O -2.37152 -1.47255 -2.20286
O -0.75772 -1.04464 -0.68445
H -1.06396 -3.69877 -2.44498
H -1.73247 -3.82591 -0.82646
H -0.01379 -3.40056 -1.03044
F -2.92713 3.18803 0.05355
B -1.73306 2.75273 -0.44692
F -1.09164 3.79656 -1.05347
O 2.47374 1.94452 -0.11614
S 2.25400 0.53073 -0.52013
C 3.86020 -0.14565 -0.96240
C 4.86804 0.71170 -1.37715
C 6.10785 0.18349 -1.70237
C 6.33177 -1.18657 -1.60668
C 5.32020 -2.03059 -1.17162
C 4.07491 -1.51063 -0.83560
C 1.56416 0.57003 -2.17758
C 1.12170 1.79218 -2.64792
C 0.48543 1.83924 -3.88484
C 0.29151 0.67862 -4.61506
C 0.73098 -0.54510 -4.11806
C 1.36688 -0.60493 -2.89135
H 4.66393 1.77574 -1.42399
H 6.90522 0.83963 -2.02948
H 7.30335 -1.59471 -1.86068
H 5.49996 -3.09456 -1.07566
H 3.29047 -2.15989 -0.45678
H 1.23662 2.67405 -2.02920
H 0.10950 2.78618 -4.25336
H -0.23136 0.71709 -5.56327
H 0.54614 -1.45624 -4.67344
H 1.67637 -1.55816 -2.47721
C -3.18415 -1.67394 4.57808
C -3.70432 -2.07525 3.20285
C -2.90882 -1.43422 2.07436
N -1.54688 -1.95588 2.02483
C -0.44493 -1.20207 2.04012
S -0.37940 0.43190 2.30168
N 0.75916 -1.87515 1.78733
C 1.07297 -3.20484 1.72002
O 2.04184 -3.58513 1.09007
C 0.25431 -4.18052 2.51002
C -0.06653 -5.39975 1.92744
C -0.80466 -6.33275 2.64298
C -1.19509 -6.05592 3.94639
C -0.85242 -4.84535 4.53620
C -0.13602 -3.90284 3.81510
H -3.74957 -2.15588 5.37929
H -3.24702 -0.59195 4.71678
H -2.13287 -1.95415 4.69104
H -4.75255 -1.78536 3.09209
H -3.67309 -3.16576 3.09438
H -2.84144 -0.35660 2.20092
H -3.37178 -1.61328 1.10215
H -1.45751 -2.86162 1.59306
H 1.43970 -1.26553 1.35235
H 0.26087 -5.60098 0.91406
H -1.07223 -7.27690 2.18364
H -1.76737 -6.78627 4.50604
H -1.15169 -4.63034 5.55488
H 0.11814 -2.94671 4.25918
*
```

Results
LUMO energy = 2.35 eV

=====

Entry 5:
DFT (the ωB97M-V functional and the def2-TZVPD basis) results for a cluster of 7 separate species, C37H86N4O10 in total at a distorted geometry.

Structure (ORCA input):
```
! wB97M-V def2-TZVPD RIJCOSX def2/J DEFGRID3
* xyz 0 1
C -5.27365 -5.12968 -2.88801
C -6.13780 -3.96191 -2.44059
C -7.06478 -3.70905 -3.61794
C -6.94711 -4.22743 -1.23599
C -7.60722 -3.04827 -0.58367
C -6.58654 -1.98117 -0.29022
C -5.73572 -1.59668 -1.51652
C -6.53473 -0.69797 -2.45365
C -4.50024 -0.81290 -0.98492
N -5.18962 -2.83182 -2.09367
O -4.45332 -2.49623 -3.29628
H -5.97544 -5.94803 -3.08376
H -4.74381 -4.97250 -3.84675
H -4.61349 -5.57004 -2.13503
H -6.52798 -3.38790 -4.51972
H -7.54478 -4.67973 -3.86860
H -7.91448 -3.03126 -3.47992
H -7.73968 -4.96965 -1.33844
H -6.20176 -4.61927 -0.50370
H -8.48299 -2.67639 -1.15139
H -8.01586 -3.33370 0.36422
H -5.84554 -2.41849 0.46611
H -7.00142 -1.07195 0.11999
H -6.04671 -0.64195 -3.42987
H -6.52081 0.33124 -2.10680
H -7.61699 -0.95518 -2.51260
H -3.97764 -1.43905 -0.26084
H -4.95389 0.04026 -0.43919
H -3.82843 -0.54187 -1.80155
H -3.53539 -2.72310 -3.04042
C 3.45776 4.78787 3.24967
C 2.69799 5.06040 1.95291
C 3.50486 6.22975 1.27832
C 2.78415 3.73176 1.10759
C 1.76057 2.75964 1.60630
C 0.43427 3.46654 1.34511
C 0.17704 4.60078 2.26344
C -1.05695 5.33663 1.68126
C -0.32425 4.03120 3.59978
N 1.31781 5.50854 2.20188
O 1.26185 6.40946 3.30057
H 2.85505 4.18221 3.94181
H 4.46403 4.36396 2.99069
H 3.68181 5.72097 3.79773
H 3.06525 6.39270 0.30654
H 3.42942 7.16448 1.85017
H 4.60519 6.09192 1.16436
H 2.52057 3.94956 0.06702
H 3.80430 3.35817 1.02098
H 1.84709 1.79681 1.15063
H 1.82783 2.50715 2.67858
H -0.31566 2.70886 1.49199
H 0.37013 3.80380 0.29154
H -0.78696 5.96821 0.81544
H -1.44168 6.08405 2.36808
H -1.87908 4.65810 1.55187
H 0.49264 3.51105 4.09302
H -1.10928 3.24177 3.49599
H -0.61168 4.80012 4.31945
H 0.95192 7.21019 2.88850
C 4.99977 -2.56763 5.14164
C 3.54907 -2.03022 5.16767
C 2.87959 -2.38402 6.52902
C 3.60751 -0.52505 4.97844
C 3.80850 -0.07075 3.53846
C 2.82037 -0.73733 2.63498
C 2.79308 -2.26673 2.77162
C 1.57949 -2.69666 2.00041
C 3.98643 -2.98595 2.05744
N 2.62608 -2.56558 4.18395
O 2.44169 -3.93807 4.28211
H 5.53084 -2.25399 6.02712
H 4.91836 -3.66908 5.25206
H 5.64362 -2.33007 4.32751
H 1.92958 -1.86457 6.65599
H 2.68804 -3.45997 6.56264
H 3.58302 -2.05401 7.36866
H 2.65268 -0.07266 5.28470
H 4.38636 -0.14758 5.61497
H 3.65385 1.03464 3.51860
H 4.84742 -0.28777 3.25210
H 2.92662 -0.38194 1.62609
H 1.82640 -0.33638 2.96033
H 1.48358 -3.77034 1.77463
H 1.65439 -2.21969 1.02271
H 0.63850 -2.35294 2.43694
H 4.94983 -2.76261 2.56121
H 4.15074 -2.66425 1.01621
H 3.81160 -4.10549 2.03763
H 3.27832 -4.43185 4.16489
C 4.15099 5.31424 -2.61672
O 3.95532 4.15762 -3.38410
C 2.58916 3.75791 -3.39058
C 2.42726 2.51485 -4.25439
C 3.23879 2.68606 -5.54348
N 0.98181 2.24370 -4.34168
H 4.12030 6.19027 -3.21931
H 5.13497 5.25341 -2.11350
H 3.40632 5.41338 -1.82784
H 2.25557 3.64293 -2.37575
H 1.96279 4.58394 -3.77146
H 2.78694 1.70448 -3.58867
H 2.89560 3.66272 -5.91617
H 3.11142 1.93922 -6.32076
H 4.29222 2.73838 -5.34301
H 0.82487 1.29281 -4.67425
H 0.62070 2.74591 -5.13811
O 2.90830 -2.38235 -3.55243
C 1.49785 -2.60357 -3.18537
C 0.71314 -2.77201 -4.42021
O 0.40406 -1.47037 -4.91480
H 3.47679 -2.68286 -2.84175
H 1.36250 -3.48711 -2.51804
H 1.06894 -1.71464 -2.70533
H -0.21383 -3.32861 -4.18268
H 1.27239 -3.36642 -5.17283
H 0.29024 -1.62056 -5.84372
O -1.45323 -2.91760 1.08646
C -2.17553 -3.85600 0.26489
C -1.60563 -4.03398 -1.05967
O -1.83560 -2.92147 -1.93237
H -0.52338 -3.15037 1.07849
H -2.21626 -4.83926 0.73830
H -3.22141 -3.46451 0.16910
H -2.01934 -4.86408 -1.63713
H -0.54223 -4.32665 -1.05266
H -1.25526 -2.20173 -1.60922
O -0.48862 -1.00368 -0.38493
C -0.57578 0.38847 -0.45151
C -0.41559 0.93530 -1.87989
O -0.55457 2.38323 -1.89093
H -1.05176 -1.31451 0.37415
H -1.55208 0.74176 -0.08935
H 0.23400 0.79562 0.11780
H -1.26427 0.51264 -2.45142
H 0.58458 0.64453 -2.28840
H 0.08306 2.64253 -2.59694
*
```

Results
LUMO energy = 0.32 eV
SMILES string = CC1(C)CCCC(C)(C)N1O.CC1(C)CCCC(C)(C)N1O.CC1(C)CCCC(C)(C)N1O.COC[C@H](C)N.OCCO.OCCO.OCCO

=====

Entry 6:
DFT (the ωB97M-V functional and the def2-TZVPD basis) results for a cluster of 3 separate species, C5H15IN3O2 in total at a distorted geometry.

Structure (ORCA input):
```
! wB97M-V def2-TZVPD RIJCOSX def2/J DEFGRID3
* xyz -1 1
I -2.16001 -1.95084 1.90046
C 1.83529 -0.76715 1.51404
C 1.57314 -0.04234 0.17294
C 2.82167 -0.23840 -0.81358
O 2.68227 0.52860 -1.99345
C 3.69502 0.23476 -2.92877
N 0.33157 -0.61207 -0.39416
H 1.09889 -0.41822 2.23797
H 2.72622 -0.31574 1.95060
H 1.95688 -1.84952 1.47165
H 1.44056 1.03123 0.30697
H 2.98942 -1.29253 -1.03441
H 3.62648 0.14020 -0.18346
H 4.60771 -0.23086 -2.55690
H 4.19514 1.11981 -3.32206
H 3.27693 -0.44792 -3.66853
H 0.45793 -1.60551 -0.52534
H -0.19945 -0.55751 0.46325
C -4.97640 1.33234 0.75228
O -5.63605 2.34298 0.46570
N -5.15711 0.53290 1.75917
N -3.83949 0.91981 0.16958
H -5.86105 0.88919 2.38973
H -4.47797 -0.16143 2.03629
H -3.63750 1.29488 -0.74619
H -3.37010 0.12331 0.57622
*
```

Results
LUMO energy = 2.88 eV

=====

Entry 7:
DFT (the ωB97M-V functional and the def2-TZVPD basis) results for a structure of composition C52H48FN4O3PSe2W at a distorted geometry.

Structure (ORCA input):
```
! wB97M-V def2-TZVPD RIJCOSX def2/J DEFGRID3
* xyz 2 1
W -0.09879 0.09336 -0.66025
O -4.19838 1.97989 -0.31871
C -4.08511 2.82894 -1.37634
C -5.10092 3.75625 -1.56879
C -5.03325 4.65090 -2.61777
C -3.96149 4.62273 -3.51045
C -2.96738 3.68851 -3.34967
C -3.00575 2.78073 -2.27813
C -1.95806 1.77806 -2.17087
O -1.73243 1.13052 -1.01182
N -1.23518 1.46772 -3.19020
N -0.36562 0.45300 -2.87248
C 0.08626 -0.19714 -3.90642
C 0.73643 -1.45278 -3.80547
C 1.31363 -2.05955 -4.93390
C 1.87072 -3.31103 -4.83784
C 1.82191 -4.00247 -3.62292
C 1.23543 -3.43991 -2.50663
C 0.71603 -2.15501 -2.58340
O 0.19846 -1.57199 -1.50684
H -3.37019 1.49253 -0.22989
H -5.93662 3.76399 -0.88186
H -5.82435 5.37735 -2.74499
H -3.91740 5.32971 -4.32682
H -2.13781 3.62942 -4.04008
H -0.14375 0.21233 -4.88582
H 1.32611 -1.51559 -5.87051
H 2.33749 -3.76443 -5.70107
H 2.25175 -4.99261 -3.54930
H 1.18740 -3.97332 -1.56621
C 0.07751 0.27652 4.29684
C -0.14995 1.67090 3.77548
C 0.33755 2.72288 4.54434
C 0.15066 4.04075 4.17494
C -0.54965 4.32570 3.01563
C -1.03720 3.31062 2.20778
C -1.83840 3.66369 0.98884
C -0.80965 1.97309 2.57399
N -1.28080 0.92948 1.70426
C -2.27167 0.22463 2.08412
C -3.02339 0.41461 3.36118
C -2.70000 -0.89464 1.18616
C -3.97927 -1.59823 1.46975
N -1.93925 -1.19584 0.20576
C -2.24578 -2.35013 -0.61788
C -1.78906 -3.60975 -0.20648
C -1.18241 -3.89600 1.14203
C -1.95706 -4.68616 -1.07104
C -2.57890 -4.54072 -2.29563
C -3.11358 -3.31239 -2.63898
C -2.97793 -2.20711 -1.80698
C -3.68515 -0.93574 -2.19496
H -0.18845 0.22824 5.35364
H 1.13282 0.00772 4.21570
H -0.49457 -0.48375 3.77023
H 0.85149 2.49139 5.47007
H 0.52588 4.83873 4.80187
H -0.72667 5.35262 2.72130
H -1.67966 4.70545 0.71637
H -2.90565 3.51951 1.17123
H -1.54507 3.04073 0.15158
H -2.64989 1.27340 3.90989
H -2.92935 -0.47155 3.99311
H -4.08597 0.55722 3.15662
H -4.81136 -0.91168 1.28433
H -4.04776 -1.89944 2.51436
H -4.10159 -2.47289 0.83698
H -0.11846 -4.11856 1.04885
H -1.66130 -4.77819 1.56796
H -1.29234 -3.07981 1.85372
H -1.60184 -5.65976 -0.75345
H -2.69348 -5.39101 -2.95467
H -3.67287 -3.19896 -3.55959
H -4.57551 -1.18275 -2.77097
H -3.07003 -0.30619 -2.83624
H -4.00434 -0.35756 -1.33026
Se 1.02428 -1.21334 1.25537
P 2.97305 -0.99465 0.17918
Se 2.67676 0.11055 -1.66690
C 3.71977 -2.62979 -0.05761
C 3.32764 -3.72127 0.71015
C 4.01255 -4.92008 0.58504
C 5.08276 -5.01806 -0.29403
C 5.47552 -3.92219 -1.05144
C 4.79187 -2.72254 -0.94076
C 4.05488 -0.16377 1.37226
C 4.73271 1.00519 1.05654
C 5.57287 1.57528 2.00285
C 5.73268 0.97563 3.24284
C 5.04548 -0.19290 3.55571
C 4.20209 -0.76693 2.62216
H 2.49345 -3.63127 1.39624
H 3.71812 -5.77691 1.17627
H 5.61325 -5.95586 -0.39123
H 6.31911 -4.00323 -1.72371
H 5.07947 -1.86300 -1.53595
H 4.60071 1.46341 0.08392
H 6.10075 2.49137 1.77335
H 6.39660 1.41831 3.97333
H 5.16982 -0.65248 4.52716
H 3.65467 -1.67327 2.85481
F 2.57285 5.65707 0.61048
C 2.03044 4.46756 0.35294
C 1.28607 4.29739 -0.80008
C 0.71743 3.06169 -1.04744
C 0.84578 1.97396 -0.16592
C 1.64293 2.20450 0.96477
C 2.22859 3.42581 1.23846
H 1.16073 5.12012 -1.49087
H 0.16741 2.96405 -1.97607
H 1.82876 1.41007 1.67531
H 2.82834 3.57042 2.12650
*
```

Results
LUMO energy = -7.45 eV

=====

Entry 8:
DFT (the ωB97M-V functional and the def2-TZVPD basis) results for a cluster of 2 separate species, C2H4N2S in total at a distorted geometry.

Structure (ORCA input):
```
! wB97M-V def2-TZVPD RIJCOSX def2/J DEFGRID3
* xyz 0 1
N 2.26433 0.97020 0.43997
C 2.45718 -0.16223 0.08066
N 2.83450 -1.29853 -0.03657
H 1.38943 1.43492 0.56401
H 3.13652 -1.77740 -0.86142
C -1.98368 -0.28479 0.24718
S -0.58104 -1.06939 0.20336
H -2.05154 0.76727 0.49245
H -2.91540 -0.79296 0.03244
*
```

Results
LUMO energy = -0.55 eV
SMILES string = N=C=N.C=S